150
Properties=species:S:1:pos:R:3 method="wB97M-V/def2-TZVPD" homo_energy_ev=-8.24 energy_ev=-90161.6844
H 0.299 5.653 6.097
H 3.725 -3.166 1.397
H 1.244 9.678 5.014
H 3.388 1.920 2.746
H 7.814 -3.035 4.011
H -7.588 -2.819 0.405
H -5.321 -5.435 -0.141
C -0.167 -4.819 -0.178
H -4.085 -5.747 2.253
C -3.722 5.148 3.308
C -5.263 -3.655 1.100
F 4.276 -1.113 3.218
C 1.346 6.370 4.351
H 1.869 -4.948 -1.632
H 1.409 1.811 -4.933
H -5.018 -4.083 -4.730
C 6.728 -4.231 2.586
H -1.886 -5.098 2.361
H -6.227 -4.015 1.463
C 3.494 -4.160 -0.537
H 1.179 7.157 6.372
H -6.523 -1.401 2.883
H 1.500 -4.171 1.070
C -5.493 -2.418 0.193
H -0.141 -5.002 -1.254
N -2.916 4.481 4.332
O -3.417 -1.756 -3.395
H 2.211 -0.845 -8.179
C -1.253 -5.741 0.405
C -3.671 -5.663 1.247
C 1.248 -5.000 0.409
C 6.955 -2.902 3.349
C 2.482 2.025 -4.974
H -0.151 6.619 3.027
H -5.015 3.307 0.826
H -4.039 1.828 0.769
C 3.904 2.268 -1.235
C -4.577 -1.485 -4.159
H 7.950 -0.120 -0.766
H 3.202 -1.017 -4.051
H 2.703 -6.185 -0.754
H -5.215 -2.712 -0.822
H -3.458 -3.739 -4.868
H -8.762 2.038 1.492
C -7.048 -0.675 2.287
F 6.039 -2.874 5.576
H -3.571 6.226 3.420
C -4.300 2.692 1.381
H -5.676 -2.140 -5.855
H -1.697 -1.533 -4.548
H 3.092 -3.178 -0.797
H 6.165 -4.899 3.241
O 3.247 0.935 -4.494
C 0.634 9.468 4.130
H -0.492 -3.783 -0.062
H -7.598 0.932 3.663
C -2.263 -5.035 1.339
H -4.639 -3.365 1.947
C -4.645 -2.229 -5.500
H -2.525 -0.012 -4.104
N -7.305 -0.833 0.953
C -7.602 0.520 2.667
H -2.696 -1.918 -6.429
H 5.136 1.481 -2.829
H 6.849 1.989 -1.346
H -4.766 2.321 2.296
H 1.709 2.021 2.272
H 4.358 0.288 -1.814
H -5.823 5.199 2.743
H -3.566 -6.651 0.797
H -7.224 -1.730 -0.906
H -3.930 -4.384 -0.428
H -8.342 0.343 -0.523
H -4.702 -0.403 -4.298
H 2.763 2.296 -5.994
C -3.740 -1.641 -6.579
C -2.267 -1.021 -3.768
N -4.344 -3.656 -5.359
H -0.335 9.072 4.443
C 6.204 1.174 -1.007
H 1.244 -5.910 1.012
H 4.627 -1.548 -0.695
C -5.198 4.864 3.573
H 2.797 7.279 3.065
H 1.117 -0.179 -6.966
H -1.942 4.760 4.223
H -1.818 -6.214 -0.401
N 4.432 -0.734 -6.542
H 6.048 1.357 0.058
H 6.312 -5.400 0.196
C 0.576 6.606 5.647
C 2.643 2.586 2.308
C 2.163 -0.245 -7.271
N 0.423 5.841 3.342
H -4.034 -2.017 -7.558
Si 5.975 -4.123 0.870
H 2.525 3.449 2.955
H 4.694 0.236 -6.388
C 6.933 -0.179 -1.160
H 5.798 -0.827 1.232
H 7.211 -2.058 2.706
H -3.959 5.214 1.139
C 3.020 -0.880 -6.180
O 2.812 4.123 0.485
H 3.355 1.118 0.398
O 6.654 -2.919 -0.060
H 4.282 -4.348 -1.272
H 2.509 0.756 -7.528
H -1.630 -0.943 -2.887
H 2.097 5.600 4.552
H 3.778 -4.912 1.479
H -4.811 -1.615 0.468
H -2.291 5.232 1.713
C -8.213 1.113 1.539
H 0.951 5.576 2.513
H 5.004 -1.255 -5.884
C -4.575 -4.805 0.349
H -0.347 7.160 5.477
H 7.710 -4.693 2.452
H 2.692 2.880 -4.332
H 2.790 -1.950 -6.164
H 2.953 2.090 -1.747
O -3.102 3.401 1.644
H -5.415 -1.823 -3.542
H -2.315 -3.979 1.062
H -5.384 3.802 3.735
C -6.958 -1.971 0.121
H 4.214 3.288 -1.441
Si 5.982 -1.400 -0.119
C 4.576 -2.180 3.941
C 4.892 1.239 -1.796
C 3.040 3.010 0.916
H 2.711 8.049 4.648
H 0.458 10.402 3.597
C 4.107 -4.053 0.884
H -0.805 -6.557 0.977
C -3.274 4.785 1.884
O 1.295 8.591 3.239
H 6.994 -0.478 -2.208
C -8.003 0.245 0.494
F 3.464 -2.767 4.370
C 2.106 7.604 3.846
H -5.523 5.388 4.471
H 1.643 -0.370 -4.561
H -3.807 -0.552 -6.602
H -2.913 3.487 4.115
N 3.712 2.044 0.197
C 2.345 -5.156 -0.670
C 2.722 -0.348 -4.772
C 5.808 -2.605 4.263



12
Properties=species:S:1:pos:R:3 method="wB97M-V/def2-TZVPD" charge=+1 de_lowest_kj_mol=60.6 homo_energy_ev=-16.14 energy_ev=-21636.9378
H -1.810 -1.252 0.948
H 3.869 1.762 0.045
C -1.376 0.707 0.386
H -2.795 -0.423 -0.313
F 1.554 -1.150 0.220
C -2.329 -0.198 0.665
H 4.481 1.757 0.458
H -3.115 0.016 1.418
P 1.291 -1.300 -1.399
O -0.474 1.325 0.309
F 1.029 0.244 -1.645
F -0.325 -1.488 -1.093



28
Properties=species:S:1:pos:R:3 method="wB97M-V/def2-TZVPD" de_lowest_kj_mol=129.7 smiles=N[C@@]12CC[C@@H](C1)c1ccccc1C2 homo_energy_ev=-8.87 energy_ev=-14176.8049
C -2.143 -0.337 -1.137
C 1.855 -0.425 -0.550
C -1.104 -0.231 -0.133
C -0.254 -1.479 0.084
H -0.924 -2.341 0.121
C 0.789 -1.474 -1.046
C 1.439 -0.083 0.878
C -2.658 1.945 -0.871
C 0.633 1.193 0.905
H 1.174 -2.474 -1.159
H 2.967 -0.852 1.972
H 2.786 -0.998 -0.667
H 3.390 0.567 1.161
H -3.808 0.514 -2.001
H 0.545 1.357 1.984
C -1.593 2.159 -0.056
H 0.229 -1.209 -1.865
C -2.939 0.728 -1.446
C 0.683 -1.259 1.366
N 2.668 0.103 1.694
H 1.170 1.999 0.399
H -3.426 2.647 -1.162
H 0.012 -1.019 2.177
H -2.287 -1.331 -1.604
H 1.253 -2.186 1.525
H 1.884 0.369 -1.300
H -1.575 3.089 0.468
C -0.766 1.027 0.264



9
Properties=species:S:1:pos:R:3 method="wB97M-V/def2-TZVPD" charge=+1 de_lowest_kj_mol=70.7 homo_energy_ev=-15.75 energy_ev=-6240.0625
H 1.138 -1.144 -1.072
H 0.184 1.407 2.182
C 0.340 1.315 1.142
O -0.757 -0.581 -1.608
H 0.491 2.198 0.561
O 0.470 0.146 0.905
H -0.261 -1.693 0.044
H -1.680 -0.538 -1.336
C 0.076 -1.108 -0.818



Number 1: LUMO 0.143 eV, Kohn-Sham gap 0.30797 Ha. Number 2: LUMO -5.428 eV, Kohn-Sham gap 0.39366 Ha. Number 3: LUMO 0.955 eV, Kohn-Sham gap 0.36089 Ha. Number 4: LUMO -5.565 eV, Kohn-Sham gap 0.37413 Ha.